Below is a structure of composition C46H67Cl2N11OPSTi in a non-equilibrium geometry, with properties calculated with wB97M-V/def2-TZVPD.

XYZ file:
```
130
Properties=species:S:1:pos:R:3:lowdin_charge:R:1
Ti -0.36434 0.68492 -0.37458 0.8995
C -0.08077 4.25366 -0.16281 -0.0381
N -0.86397 4.14412 1.05204 -0.0950
C -1.25504 5.46719 1.55674 -0.0085
C -1.33803 3.03127 1.62177 -0.3482
N -1.33490 1.80584 1.04878 -0.0336
C -2.04093 0.75907 1.82988 -0.1763
C -1.29671 -0.55351 1.94854 -0.1585
N -0.99730 -1.17810 0.62277 -0.2140
C -0.04568 -2.36839 0.77195 -0.1452
C 0.84262 -2.51293 1.99186 -0.2088
N 1.60819 -1.33385 2.26366 0.1020
C 2.64229 -1.35501 3.01209 -0.3763
N 3.08874 -2.39656 3.78166 -0.1356
C 2.19136 -3.15717 4.64712 -0.0372
C 4.50938 -2.66420 3.97786 -0.0319
N 3.28622 -0.07151 3.10690 -0.1952
C 4.57061 0.09122 2.40654 -0.0481
C 3.35896 0.39161 4.49957 -0.0428
C -2.28277 -1.70596 0.02501 -0.1439
C -2.91739 -0.88454 -1.10012 -0.2137
N -2.37634 0.48090 -1.17215 -0.0434
C -3.16395 1.38362 -1.76205 -0.3739
N -4.11068 1.03995 -2.65508 -0.0899
C -5.35367 1.79836 -2.81878 -0.0038
C -3.94027 0.00367 -3.67257 -0.0093
N -3.00418 2.72365 -1.41902 -0.1401
C -3.70838 3.17261 -0.21878 -0.0313
C -3.05133 3.70581 -2.50205 -0.0394
N -1.83819 3.20694 2.89463 -0.1837
C -3.24245 3.05705 3.26224 -0.0305
C -1.02033 3.88155 3.90176 -0.0302
H -0.67267 4.71823 -0.95256 0.0942
H 0.25875 3.29646 -0.50282 -0.0342
H 0.79860 4.87275 0.02824 0.1172
H -1.44426 6.10674 0.69554 0.1076
H -0.46126 5.91951 2.15086 0.1087
H -2.16130 5.40451 2.14942 0.0928
H -3.03710 0.60610 1.40223 0.1166
H -2.16239 1.09412 2.85409 0.1188
H -1.89919 -1.23763 2.55174 0.1502
H -0.34978 -0.38032 2.44566 0.0942
H 0.55515 -2.41633 -0.13209 0.0423
H -0.67990 -3.25443 0.78473 0.1288
H 1.47475 -3.38837 1.79873 0.1352
H 0.20597 -2.79089 2.83473 0.1159
H 1.24911 -2.63132 4.77569 0.0879
H 2.65122 -3.23284 5.63354 0.1021
H 1.99935 -4.16863 4.28291 0.0965
H 5.07314 -2.44914 3.07348 0.0766
H 4.62300 -3.72833 4.18013 0.1027
H 4.93700 -2.11614 4.82118 0.0902
H 5.41136 -0.37639 2.92520 0.0860
H 4.79282 1.15622 2.33255 0.0880
H 4.49661 -0.32842 1.39210 0.0737
H 2.37359 0.33380 4.96197 0.0974
H 3.67874 1.43304 4.49973 0.0953
H 4.06658 -0.18022 5.10581 0.0843
H -2.98123 -1.83457 0.85250 0.1344
H -2.08024 -2.69743 -0.36831 0.1171
H -3.99704 -0.83451 -0.93972 0.1399
H -2.76909 -1.42309 -2.03173 0.0756
H -5.60844 2.33627 -1.91359 0.0872
H -6.15028 1.08074 -3.01110 0.1120
H -5.30764 2.48296 -3.66526 0.1015
H -2.89647 -0.26697 -3.76302 0.0563
H -4.26272 0.42507 -4.62514 0.1147
H -4.54440 -0.88117 -3.46672 0.1118
H -3.77738 2.35407 0.49227 0.0693
H -4.71986 3.52015 -0.44418 0.1014
H -3.17394 4.00716 0.23571 0.0839
H -2.59814 4.62739 -2.13416 0.0927
H -4.06253 3.95018 -2.83208 0.0855
H -2.46236 3.36107 -3.34764 0.0535
H -3.79026 2.46327 2.53868 0.0726
H -3.72647 4.03518 3.33808 0.1061
H -3.31900 2.56592 4.23402 0.1096
H -0.00013 3.99555 3.54270 0.0983
H -0.99684 3.26291 4.80030 0.1051
H -1.42158 4.86064 4.17315 0.0979
Cl -0.16982 -1.33493 -2.25205 0.8550
C -0.48579 -0.51255 -3.75949 -0.6060
C -0.79871 -1.26742 -4.86908 -0.0805
C -1.04854 -0.60027 -6.06148 -0.0306
C -0.95428 0.77998 -6.12354 -0.0702
C -0.60541 1.50671 -4.99442 -0.6734
Cl -0.37369 3.20979 -5.14399 0.7554
C -0.38296 0.87402 -3.76837 -0.6380
S 0.10786 1.81280 -2.36670 0.7493
H -0.84707 -2.34613 -4.80639 0.1288
H -1.30291 -1.16319 -6.94930 0.1303
H -1.12094 1.30440 -7.05480 0.1251
O 1.03974 1.39314 1.97277 -0.1142
N 1.47085 1.46125 0.62189 -0.1025
C 2.52581 2.19383 0.54159 -0.0821
C 3.49214 2.33570 -0.53521 -0.2080
C 4.27842 3.49155 -0.46350 -0.0117
C 5.34602 3.67925 -1.32180 -0.0269
C 5.67145 2.67558 -2.22085 -0.0111
C 4.91563 1.50972 -2.27385 -0.0800
C 3.80979 1.32154 -1.45254 -0.3068
P 2.81095 -0.20523 -1.58888 1.0737
C 2.84235 -0.43738 -3.41113 -0.3818
C 2.77877 0.65553 -4.27912 -0.1286
C 2.77090 0.46816 -5.65310 -0.0587
C 2.82173 -0.81388 -6.18439 -0.0570
C 2.88604 -1.90628 -5.33219 -0.0570
C 2.89929 -1.71992 -3.95632 -0.0885
C 3.88978 -1.56169 -1.01143 -0.3716
C 3.28740 -2.80338 -0.79500 -0.1339
C 4.02830 -3.89296 -0.36436 -0.0611
C 5.39023 -3.75322 -0.12883 -0.0556
C 6.00047 -2.52444 -0.33532 -0.0539
C 5.25679 -1.43606 -0.77376 -0.0912
H 1.75194 0.85558 2.41430 0.0652
H 2.76513 2.73514 1.45660 0.1525
H 4.04993 4.24610 0.28074 0.1243
H 5.93599 4.58412 -1.27112 0.1248
H 6.52033 2.79358 -2.88195 0.1279
H 5.18253 0.74165 -2.98844 0.1245
H 2.75635 1.66630 -3.89018 0.0995
H 2.74199 1.32876 -6.31020 0.1182
H 2.83474 -0.95802 -7.25694 0.1176
H 2.95089 -2.90825 -5.73657 0.1169
H 2.98349 -2.58811 -3.31593 0.0966
H 2.23047 -2.93556 -0.99833 0.0738
H 3.54766 -4.85250 -0.22241 0.1147
H 5.97503 -4.60189 0.20033 0.1178
H 7.06328 -2.41160 -0.16596 0.1183
H 5.76035 -0.49106 -0.92994 0.0997
```

Results
Highest occupied orbital energy = -14.6 eV
Max |F| = 1.00 eV/Å
HOMO-LUMO gap = 5.7 eV
Charge = +3
Electronic energy = -135488.1721 eV


Below is a structure of composition C20H24CoN2O4P2 in a non-equilibrium geometry, with properties calculated with wB97M-V/def2-TZVPD.

XYZ file:
```
53
Properties=species:S:1:pos:R:3:lowdin_charge:R:1
C -3.25351 3.51432 -3.00572 -0.0329
C -2.25383 3.45333 -2.03601 -0.2238
C -2.62061 3.20166 -0.70017 -0.2219
C -3.77962 2.45836 -0.47597 -0.1576
C -4.80816 2.49827 -1.43819 -0.0093
C -4.54757 3.07575 -2.68093 -0.0570
C -3.57853 1.46965 0.60462 -0.0720
C -3.15331 2.16755 1.86383 -0.1281
C -1.98920 2.92699 1.71572 -0.2161
C -1.12790 3.21106 2.80663 -0.2260
C -1.68317 3.09506 4.06969 -0.0331
C -2.97417 2.59082 4.23514 -0.0502
C -3.70549 2.07534 3.15587 0.0035
H -2.99416 3.84244 -4.00978 0.1191
H -5.77938 2.05676 -1.20915 0.1207
H -5.29932 3.07713 -3.46639 0.1115
H -4.51125 0.97174 0.74589 0.1194
H -1.07379 3.40164 4.91185 0.1205
H -3.36684 2.52739 5.24360 0.1116
H -4.67505 1.58987 3.32246 0.1241
N -1.71833 3.36939 0.36975 0.0066
Co -0.38782 2.26009 0.18306 0.2148
C -0.79225 3.24489 -2.35557 -0.2292
H -0.13011 3.98211 -1.86448 0.1026
H -0.61997 3.22283 -3.43459 0.0962
C 0.35019 3.38790 2.55390 -0.2231
H 0.59516 4.29550 1.96644 0.1047
H 0.93391 3.38054 3.48339 0.0971
P -0.30000 1.51298 -1.76069 0.8054
P 0.96287 1.89799 1.53785 0.7525
C 1.03754 0.52664 2.71540 -0.2123
H 1.43466 -0.36083 2.20271 0.0397
H 1.68930 0.78458 3.56312 0.0645
H 0.03848 0.27580 3.09592 0.0611
C 2.67327 2.28950 1.16979 -0.2418
H 3.20401 2.50141 2.10297 0.0639
H 3.11870 1.42894 0.65948 0.0561
H 2.71403 3.15927 0.50543 0.0516
C -1.02889 0.31583 -2.91750 -0.2062
H -0.77942 0.68811 -3.92880 0.0654
H -0.55847 -0.66684 -2.71037 0.0411
H -2.12268 0.27887 -2.76729 0.0596
C 1.48241 1.48985 -2.09310 -0.2385
H 1.84974 0.47217 -1.89323 0.0501
H 1.56418 1.75740 -3.15256 0.0606
H 2.01106 2.22039 -1.46016 0.0287
C 0.41729 -2.26045 -0.18292 -0.4421
O -0.18120 -2.37427 0.82106 0.1982
H -2.92313 0.69746 0.17859 0.1322
O 1.69745 -4.88843 0.03216 0.1541
N 1.89995 -3.75740 0.43520 -0.2148
O 2.81504 -3.32682 1.10293 0.1342
O 0.95453 -2.08031 -1.22329 0.1641
```

Results
Highest occupied orbital energy (spin up / spin down) = -10.5 / -10.9 eV
Max |F| = 5.12 eV/Å
Spin multiplicity = 5
HOMO-LUMO gap (spin up / spin down) = 7.7 / 5.9 eV
Charge = +1
Electronic energy = -88492.2177 eV


Below is an isolated molecule of C3H6N2O2, with properties calculated with wB97M-V/def2-TZVPD.

XYZ file:
```
13
Properties=species:S:1:pos:R:3:lowdin_charge:R:1
C -1.73016 -0.40963 -0.93144 -0.0652
O -1.27972 -0.01621 0.36048 -0.0457
C 0.05499 0.15652 0.44233 -0.5405
N 0.74640 1.07391 -0.47465 0.1104
O 1.98251 0.31874 -0.29199 -0.0597
C 1.29757 -0.63605 0.50370 -0.2171
N 0.72772 -0.03392 1.68964 0.1583
H -2.78083 -0.67948 -0.81772 0.0904
H -1.16339 -1.27572 -1.29291 0.0966
H -1.62949 0.40764 -1.65140 0.0866
H 0.90255 1.99200 -0.05038 0.1215
H 1.62472 -1.66793 0.47404 0.1490
H 1.24713 0.77013 2.04029 0.1153
```

Results
Highest occupied orbital energy = -9.5 eV
Max |F| = 0.40 eV/Å
HOMO-LUMO gap = 10.5 eV
Electronic energy = -10279.2041 eV


Below is an isolated molecule of C8H11NO in a non-equilibrium geometry, with properties calculated with wB97M-V/def2-TZVPD.

XYZ file:
```
21
Properties=species:S:1:pos:R:3:lowdin_charge:R:1
C -3.44901 -0.63810 1.04551 -0.0656
C -2.19895 -0.81129 0.21934 -0.2765
C -2.17407 -0.56247 -1.25380 -0.0458
C -1.42878 0.38920 -0.32733 -0.4433
C -1.94294 1.80368 -0.12692 -0.0276
C 0.00866 0.26842 -0.30839 0.0512
C 1.21914 0.17601 -0.28560 0.0860
C 2.66314 0.04412 -0.31848 -0.5258
N 3.21566 -0.79099 0.57607 0.0922
O 3.36819 1.10160 -0.30994 -0.0409
H -4.16145 0.05361 0.57773 0.0755
H -3.95513 -1.60732 1.15939 0.0795
H -3.20940 -0.26094 2.05012 0.0834
H -1.55290 -1.62450 0.55911 0.1396
H -1.58637 -1.22328 -1.89097 0.1115
H -3.07461 -0.15495 -1.71726 0.1141
H -3.01439 1.86941 -0.34812 0.0774
H -1.78322 2.13468 0.90876 0.0912
H -1.41953 2.49823 -0.79830 0.0908
H 2.91203 -1.75555 0.52062 0.0934
H 4.09441 -0.00831 0.83143 0.2396
```

Results
Highest occupied orbital energy = -9.2 eV
Max |F| = 6.28 eV/Å
HOMO-LUMO gap = 9.6 eV
Electronic energy = -12007.7195 eV